# 1
35
Properties=species:S:1:pos:R:3:nbo_charge:R:1 method="wB97M-V/def2-TZVPD" homo_ev=-10.840 smiles=ClC(Cl)Cl.ClC(Cl)Cl.ClC(Cl)Cl.ClC(Cl)Cl.ClC(Cl)Cl.ClC(Cl)Cl.ClCCl molar_mass_g_mol=801.20 orbital_gap_ev=11.020 multiplicity=1 lumo_ev=0.18
C -17.8710 17.8793 -0.6480 -0.2693
H -18.8315 17.8601 3.4388 0.2314
C -14.7740 18.5105 3.0830 -0.2680
C -11.7351 21.7523 3.5373 -0.3816
Cl -16.2032 17.6069 -0.0964 0.0019
Cl -15.0075 23.0868 1.3644 0.0255
H -10.7687 21.5642 3.9874 0.2223
H -12.2207 20.8437 3.2064 0.2267
Cl -19.0070 17.1179 5.6194 0.0379
Cl -13.2833 15.2373 6.2325 0.0312
Cl -12.8721 22.5479 4.6743 -0.0393
H -14.8742 17.5246 2.6507 0.2417
Cl -17.8606 23.3958 1.8932 -0.0054
Cl -11.4155 22.7964 2.1387 -0.0316
H -12.7815 18.3274 -0.6804 0.2279
Cl -16.3605 19.1702 3.5232 0.0014
Cl -13.7653 18.5993 4.5341 0.0278
Cl -11.4806 18.3663 -2.6459 0.0180
Cl -15.5937 15.5285 4.4600 0.0028
Cl -16.9180 21.0215 0.5706 0.0137
C -16.5042 22.2358 1.7735 -0.2783
Cl -15.8450 16.1404 7.3049 0.0245
H -16.4306 21.7524 2.7377 0.2298
Cl -18.9540 18.2112 0.7087 0.0161
Cl -14.1235 19.5010 -2.2111 0.0208
Cl -17.9829 19.2101 -1.8174 0.0273
Cl -21.1272 17.3002 3.6285 0.0098
C -19.3859 17.0648 3.9180 -0.2889
Cl -18.8726 15.5554 3.1487 0.0088
H -15.3358 14.1231 6.2769 0.2294
Cl -13.7067 16.5947 -2.0467 0.0021
H -18.1927 16.9766 -1.1491 0.2334
C -12.9960 18.2120 -1.7340 -0.2667
Cl -14.0312 19.5500 1.8508 0.0013
C -15.0316 15.1452 6.0920 -0.2842



# 2
70
Properties=species:S:1:pos:R:3:mulliken_spin:R:1 method="wB97M-V/def2-TZVPD" homo_ev="-16.283 / -16.287" molar_mass_g_mol=694.51 orbital_gap_ev="7.252 / 7.455" multiplicity=2 charge=+3 e_above_lowest_kj_mol=143.7 lumo_ev="-9.03 / -8.83"
H 0.9705 -1.7500 2.2109 -0.0089
H -3.5837 1.4058 3.7556 0.0003
N -0.8829 1.9626 0.6921 -0.0068
C 1.9842 -0.6655 -3.3199 0.0102
C -3.5699 -0.1368 -2.8556 0.0019
Br 2.8973 -3.3798 0.8312 0.0000
N 0.8535 0.4538 -1.6349 -0.0258
C 2.1918 -0.4653 3.4300 0.0021
H -2.4667 2.7364 1.8921 -0.0007
C -3.9338 -0.6875 3.4063 -0.0006
C -3.3191 0.5323 3.1803 0.0024
H -4.0458 -0.8886 -3.4628 -0.0001
C -1.6908 1.9598 1.9266 0.0074
S 2.4972 0.9372 -3.5702 -0.0005
H -4.0498 -2.7188 2.7151 -0.0003
H -3.6202 3.1626 -2.1423 0.0001
H 0.8057 -3.3040 -3.5297 0.0000
H 5.7061 1.3631 -0.4687 0.0000
N -1.9215 0.4156 -1.2127 -0.0229
C 1.1062 -0.7425 -2.2719 -0.0237
N -0.6558 -3.8317 0.9647 0.0016
N 1.4392 2.7719 -1.8402 0.0003
H 2.3504 -1.4640 -3.9359 -0.0001
H 0.3681 3.4786 1.5212 0.0021
H -0.8205 3.1762 -1.0228 -0.0026
C 3.8826 -1.8065 0.4096 0.0004
C -2.6170 -1.5729 1.6183 0.0057
H 7.0190 -0.7180 -0.0478 0.0000
H -4.7494 1.4957 -3.6129 0.0000
C 2.6309 0.8412 3.6148 0.0024
C 5.2143 0.4386 -0.2112 -0.0001
C -3.5801 -1.7564 2.5918 0.0015
H 0.9825 2.6837 0.0545 -0.0102
C 0.5043 -3.1437 -2.5135 0.0099
C -3.3329 2.1222 -2.1235 0.0034
C 0.5162 -1.9811 -1.8027 0.0176
N 3.1586 -0.7280 0.1655 0.0016
C 2.1073 1.8364 2.8005 0.0018
C 5.9443 -0.7180 0.0333 0.0000
C 5.2642 -1.8764 0.3722 0.0000
C -2.3544 0.6349 2.1855 0.0258
H -4.6745 -0.7981 4.1804 -0.0001
H 2.5390 -1.2535 4.0800 -0.0001
N -1.9718 -0.4075 1.4282 -0.0186
H -2.3576 -2.3892 0.9566 -0.0052
H 3.2186 1.2552 -0.2929 -0.0011
H 2.3652 3.1953 -1.8600 -0.0001
H -1.0577 2.1936 2.7936 -0.0013
N 0.0189 -2.0788 -0.5053 -0.0506
C 0.4443 2.5160 0.9974 0.0061
H -0.3748 -3.3619 1.8144 0.0009
C 3.8357 0.3811 -0.1216 0.0017
C -2.3185 1.6970 -1.2766 0.0145
C -1.5637 2.6651 -0.4034 0.0119
N 0.8050 0.2215 1.6075 0.0033
H -0.7326 -4.8374 1.0426 -0.0002
C 1.1715 1.4971 1.8357 0.0199
Ti -0.4483 -0.0857 0.0749 0.9590
S -0.0688 -4.4505 -1.5636 -0.0011
H 2.4013 2.8667 2.9315 0.0001
C -0.2502 -3.3498 -0.2268 0.0246
H 3.3480 1.0885 4.3830 0.0000
C 1.5036 1.4321 -2.2313 0.0089
H 0.8648 3.3333 -2.4670 0.0004
C -2.5543 -0.4821 -1.9853 0.0104
H -2.2202 -1.5119 -1.8966 -0.0003
H 5.7823 -2.7963 0.5925 0.0000
H -2.2515 3.4327 -0.0283 0.0006
C -3.9655 1.1942 -2.9364 -0.0005
C 1.3004 -0.7346 2.4064 0.0219



# 3
48
Properties=species:S:1:pos:R:3:nbo_charge:R:1 method="wB97M-V/def2-TZVPD" homo_ev=-17.690 molar_mass_g_mol=416.19 orbital_gap_ev=7.019 multiplicity=1 charge=+3 e_above_lowest_kj_mol=0.0 lumo_ev=-10.67
H -1.4594 -3.7861 0.1502 0.2297
H 4.2493 -2.2257 -2.3695 0.4390
H -3.1892 2.1854 -3.4521 0.2520
H -2.1547 0.4100 2.6696 0.0668
H -0.9371 -1.7912 -0.1781 0.4241
H -4.6634 1.6941 -1.4278 0.2765
H -2.0953 -3.2054 -1.4316 0.2281
N -2.5270 1.8968 -1.4989 -0.2951
Ti 0.6567 0.1098 0.4921 1.0881
S 0.1648 1.8681 -0.9749 0.0226
C 0.6098 -2.5580 -1.0604 0.6942
H 2.3070 -3.2178 -1.9687 0.4461
H -1.6027 3.4359 1.8918 0.2647
C -0.6486 3.0700 2.2269 -0.0432
C -3.7265 1.5396 -0.9200 -0.0285
H 3.3513 2.3279 3.5030 0.2383
H 1.4314 -5.1740 -1.6960 0.2343
H -4.0940 0.6692 1.0831 0.2718
H 2.9457 4.0580 3.4958 0.2518
S 1.8494 0.1397 2.5016 0.1282
C 2.7716 -1.3857 -1.2154 0.6949
H -0.1279 -5.4549 -2.4618 0.2699
H -1.6832 -4.9052 -1.1835 0.2665
H -0.7809 -0.4373 1.6296 -0.0054
H -2.4877 3.6308 -2.6797 0.2498
H 3.1406 0.2924 -0.3153 0.4214
H -1.4309 2.3025 -3.2372 0.2379
C -1.5384 1.6431 -0.6376 0.2594
N 1.9208 -2.4321 -1.4655 -0.5833
B -1.3971 0.6605 1.7945 0.2507
N -0.3037 1.7216 2.1319 -0.5146
H 0.9472 -4.2734 -3.1854 0.2297
N -2.0776 1.1178 0.4907 -0.5172
H 4.6766 -0.7660 -1.5754 0.4423
C -2.3967 2.5545 -2.8078 -0.4160
C 0.6128 -4.6963 -2.2373 -0.4447
H 2.4569 3.0312 4.8780 0.2570
C 0.3564 3.7070 2.8601 0.0089
C -1.4043 -3.8879 -0.9345 -0.4360
N 0.0386 -1.5751 -0.3558 -0.8383
C 2.6163 3.0700 3.8033 -0.4144
N 1.3439 2.7790 3.1194 -0.2930
N 3.9815 -1.4766 -1.7489 -0.7220
N 2.3865 -0.3721 -0.4690 -0.7822
C -3.4510 1.0424 0.3054 -0.0295
H 0.4599 4.7321 3.1747 0.2783
C 0.9283 1.5903 2.6881 0.2606
N -0.0259 -3.6590 -1.4016 -0.3201



# 4
68
Properties=species:S:1:pos:R:3:mulliken_spin:R:1 method="wB97M-V/def2-TZVPD" homo_ev="-22.165 / -22.165" molar_mass_g_mol=488.47 orbital_gap_ev="8.729 / 3.192" multiplicity=2 charge=+5 lumo_ev="-13.44 / -18.97"
C 0.2906 -3.2203 3.3923 0.0000
H 1.0088 -1.5242 8.3120 0.0000
H -2.7315 3.9621 -1.7039 0.0003
H 0.2917 0.0042 9.6577 0.0000
C 3.8302 2.0885 -0.6794 0.0000
N 3.4697 0.3387 -2.5189 0.0106
H -1.2695 1.2308 -5.7587 0.0002
H -1.5499 1.2143 6.9532 0.0000
H -0.3501 0.3309 -4.9291 0.0015
H 3.8877 -0.4605 -2.0644 -0.0006
H -1.2083 3.5349 -0.7979 0.0001
H 4.5655 2.7990 -0.3017 -0.0001
N -0.2988 -0.1616 7.6017 0.0000
O 5.1926 2.1245 -2.6247 0.0004
O -2.0737 1.2132 0.9550 -0.0002
C 4.2124 1.6182 -1.9948 -0.0027
C 0.6756 -1.6864 6.0682 0.0000
C 0.5232 -1.2087 7.4003 0.0000
C -1.9335 3.2349 -1.5544 -0.0032
H 0.3358 -0.6672 0.4853 -0.0090
C -2.9480 1.5369 0.1908 0.0018
H 2.8701 2.6030 -0.6376 0.0006
H 0.4002 1.6617 -7.7070 -0.0001
H -2.1092 1.0201 -1.5197 -0.0081
H 0.4882 -3.9344 4.1781 0.0000
H 1.3172 -2.5485 5.9605 0.0000
C 0.6625 1.2040 -6.7531 0.0006
C -1.3349 -0.5349 -6.5636 -0.0001
C -2.3059 -1.3139 -5.8399 -0.0005
H -4.9587 1.1502 0.5989 0.0000
H 1.0120 1.8625 -5.9579 -0.0005
C -0.9721 0.3808 6.5820 0.0000
C -4.2472 1.9734 0.6648 0.0004
H 1.4823 0.4858 -6.7463 0.0000
H 3.8270 1.1762 -0.0829 -0.0004
C 0.2097 -3.3804 -0.4608 0.0058
H 2.9729 -0.5382 -4.4317 -0.0004
C 3.7899 0.0087 -3.9610 0.0018
H -3.1313 -1.4316 -6.5420 0.0000
O -1.1164 -0.7353 -7.7388 0.0003
H -0.3306 -2.7431 -1.1609 -0.0034
C 0.0880 -1.8902 3.6469 0.0000
H 2.4805 0.3027 -2.3183 -0.0114
H -4.3229 2.4483 1.6429 0.0000
Br 0.2326 0.0186 -2.3526 0.9769
H -1.4164 3.0401 -2.4940 0.0035
H 0.3061 -4.7244 1.8145 -0.0002
N -0.5260 0.5611 -5.8966 0.0115
H 4.0078 0.8780 -4.5815 0.0005
H 4.6449 -0.6594 -4.0637 0.0002
N -2.5992 1.8579 -1.2403 0.0047
C 0.2703 -1.4433 1.2335 0.0169
H -0.0257 -0.0239 2.6667 0.0000
C 0.0379 -1.0909 2.5122 -0.0004
H -4.5922 2.8169 0.0669 0.0000
C -0.7974 -0.0967 5.2813 0.0000
C -0.4682 0.4005 8.9842 0.0000
H -1.8789 -2.3017 -5.6670 0.0001
H -3.4411 1.8060 -1.7958 0.0006
H -2.7882 -0.9552 -4.9306 0.0001
H -0.2507 1.4672 8.9304 0.0000
H -1.4937 0.2258 9.3096 0.0000
H -0.2810 -4.3490 -0.3656 0.0028
C 0.3167 -3.6737 2.0641 0.0004
H -1.3276 0.3295 4.4424 0.0001
N 0.2900 -2.8316 0.9892 0.0002
H 1.1957 -3.5321 -0.9001 -0.0016
C -0.1072 -1.2488 5.0514 0.0001



# 5
47
Properties=species:S:1:pos:R:3:nbo_charge:R:1 method="wB97M-V/def2-TZVPD" homo_ev=-8.231 molar_mass_g_mol=273.28 orbital_gap_ev=8.059 multiplicity=1 e_above_lowest_kj_mol=365.1 lumo_ev=-0.17
H -0.1158 -0.2769 -2.8479 0.4939
H -0.8823 -0.1047 0.0110 0.1872
H 2.0985 2.0258 -1.5216 0.4901
H 0.4130 -3.4414 2.1337 0.4417
H -3.1528 0.4591 -0.6863 0.3922
H 1.6496 -0.9462 3.3050 0.4692
H -0.3791 0.8686 2.6680 0.4919
H -0.2714 -1.3884 0.9269 0.1509
H -0.9691 1.3731 3.8984 0.4732
O 1.7372 1.5962 -2.3667 -1.0179
H 1.2944 -3.5755 1.0435 0.4686
O 1.6922 -1.4304 2.4797 -0.9330
C -1.0987 -1.1384 0.2737 -0.4362
H -1.9110 -3.0805 0.0578 0.2105
O 3.2560 -0.1445 0.2055 -0.9934
H -0.8602 1.8681 -1.3920 0.5166
H -2.6047 0.2754 -2.2280 0.3699
H 1.7590 1.0859 1.9111 0.4973
O 1.3522 -3.6673 2.0281 -0.9035
H 0.7975 1.5918 -2.1539 0.4562
H 3.1104 -2.5495 -1.7832 0.4787
H 3.1805 2.8193 0.1700 0.4769
C -1.9568 -2.0244 -0.2973 -0.1649
O -1.1711 0.7307 3.2029 -0.9752
H 1.9001 -1.5028 -1.9371 0.5182
O 2.2795 -2.2648 -1.4080 -0.9769
H 0.7788 -1.6212 2.3087 0.4621
H -2.6589 -1.9544 -2.3095 0.2118
O 2.3581 2.3326 0.0614 -0.9837
H 1.3300 2.5192 2.2090 0.4875
H -2.4706 0.4662 1.6475 0.5034
H -3.8970 -2.0373 -1.1146 0.1849
H -2.7781 3.1242 -0.2210 0.4825
H 3.5154 -0.6189 0.9973 0.4992
H -0.8073 1.9578 -2.9821 0.4915
H -1.7612 3.8358 0.6349 0.4786
H 3.0439 -0.8734 -0.4105 0.5117
N -3.1728 -0.1298 -1.5160 -0.8692
O -1.8932 3.0110 0.1415 -0.9528
O 1.3352 1.6335 2.5698 -0.9702
C -2.8949 -1.5459 -1.3388 -0.2717
O 0.5407 -0.7043 -3.4471 -0.9802
H 2.7719 1.4264 0.1184 0.5112
O -1.0012 1.3619 -2.2435 -0.9729
O -3.2689 0.7871 1.1700 -0.9571
H -3.2723 1.7008 1.4454 0.4648
H 1.1376 -0.0153 -3.7435 0.4866



# 6
40
Properties=species:S:1:pos:R:3:nbo_charge:R:1 method="wB97M-V/def2-TZVPD" homo_ev=-12.792 molar_mass_g_mol=617.98 orbital_gap_ev=8.297 multiplicity=1 charge=+1 e_above_lowest_kj_mol=0.0 lumo_ev=-4.49
C -3.5630 0.9911 -0.0142 -0.1216
C -1.9533 -1.2737 -3.8281 -0.1913
C 5.3719 0.9057 0.7248 -0.5138
C -2.6803 0.0243 0.4773 -0.4913
H 0.1057 1.2388 -4.8045 0.2362
C 2.3587 -0.1791 4.6763 0.0016
C -4.8657 1.0170 0.4445 -0.2082
O 3.5352 2.5135 1.0958 -0.5650
H -2.4146 -1.6562 1.7975 0.2359
Sn 1.2866 0.3536 1.9395 1.3971
C -3.1003 -0.9108 1.4172 -0.1753
H -6.3112 0.1038 1.7391 0.2357
Se 0.2220 -1.5895 0.7002 -0.1568
C -1.2371 -0.4280 -4.6684 -0.1539
P -1.0117 0.0480 -0.1564 1.0733
H -1.3002 -0.5595 -5.7404 0.2356
H -3.2371 1.7157 -0.7522 0.2194
N 3.3210 -0.7498 4.9496 -0.2492
C 3.9876 1.3976 1.1064 0.7098
C -0.3564 0.7541 -2.7709 -0.1970
Se 0.0228 1.9353 0.4192 -0.1767
H 6.0968 1.3763 1.3885 0.2636
C 5.3152 -0.6232 0.8784 -0.5149
H 0.2758 1.5318 -2.3640 0.2333
C 3.9111 -0.9205 1.3664 0.7145
H -2.4576 -1.7513 -1.8042 0.2303
C -1.8834 -1.1046 -2.4578 -0.2003
H -4.7505 -1.6049 2.5939 0.2366
C -1.0783 -0.0895 -1.9324 -0.3792
H 5.5985 1.2392 -0.2865 0.2572
H -2.5706 -2.0587 -4.2428 0.2372
C -0.4458 0.5828 -4.1452 -0.1956
H 6.0261 -1.0136 1.6055 0.2664
O 3.3758 -1.9756 1.5918 -0.5667
C -4.4146 -0.8786 1.8664 -0.1963
H -5.5537 1.7627 0.0704 0.2365
C -5.2895 0.0810 1.3839 -0.1543
S 0.9390 0.6629 4.2730 -0.0233
N 3.2459 0.2933 1.5167 -0.8469
H 5.4793 -1.1615 -0.0541 0.2574



no.,largest force on an atom (eV/A)
1,1.2
2,2.1
3,0.6
4,7.7
5,3.1
6,0.4